Entry from the OMol25 dataset: a single C11H13N molecule at a distorted geometry (the ωB97M-V functional and the def2-TZVPD basis).

Geometry as ORCA input:
```
! RIJCOSX wB97M-V def2-TZVPD def2/J DEFGRID3
* xyz 0 1
C 0.276 2.001 -2.299
C 0.226 1.190 -1.173
C 0.190 3.383 -2.200
C 0.085 3.188 0.095
C 0.219 1.793 0.096
C 0.258 -1.051 0.976
C 1.308 -0.232 1.492
C 0.597 1.177 1.262
C -0.371 -2.149 0.575
C -1.740 -2.019 -0.086
C -0.096 -3.576 0.904
N 0.110 3.958 -0.976
H 0.376 1.579 -3.396
H 0.155 0.050 -1.186
H 0.328 3.962 -3.044
H 0.125 3.682 1.058
H 1.523 -0.260 2.520
H 2.175 -0.267 0.827
H 0.324 1.639 2.151
H -2.060 -1.092 -0.280
H -2.307 -2.578 0.638
H -1.826 -2.502 -1.039
H -0.031 -4.167 0.043
H -0.800 -4.153 1.521
H 0.956 -3.558 1.524
*
```

DFT total energy: -481.49989 hartree
gap between HOMO and LUMO (alpha / beta): 7.706 / 7.101 eV
largest force on an atom: 4.8 eV/Å

What are the Mulliken partial charges on each atom? They are as follows, in elementary charge units: -0.36 -0.09 -0.35 -0.41 1.08 -0.57 -0.42 -0.94 1.12 -1.52 -1.25 -0.62 0.22 0.18 0.42 0.34 0.32 0.26 0.41 0.45 0.41 0.36 0.37 0.34 0.25